1.
ORCA calculation (the ωB97M-V functional and the def2-TZVPD basis) on a structure of composition C21H28F3NO2.

```
55
Properties=species:S:1:pos:R:3:forces:R:3:lowdin_charge:R:1
C 1.59387 1.20230 -3.91487 -1.37 4.69 -3.65 -0.065
C 2.40849 0.52017 -3.00683 8.06 -3.90 -11.78 -0.506
H 2.41826 -0.59504 -3.25312 0.68 0.98 -1.02 0.160
H 3.45584 0.90888 -3.04231 -0.23 -0.34 -0.23 0.158
O 2.00072 0.56902 -1.91024 -5.00 2.67 18.24 0.021
C 1.21243 -0.38407 -1.35946 0.40 4.32 4.18 -0.466
O 0.87763 -1.21235 -2.03607 -3.07 -7.70 -5.77 0.209
C 0.59723 -0.31436 0.04509 3.67 2.19 2.70 -0.215
C -0.90259 -0.35057 0.09225 2.19 5.81 -0.37 -0.056
C -1.45476 1.08624 -0.42919 -4.68 -6.03 0.98 -0.177
N -0.99143 2.07350 0.31440 5.15 4.21 0.26 -0.135
C 0.45056 2.11097 0.11122 -0.60 12.52 -2.34 -0.264
C 1.17648 1.14303 0.58954 -0.93 -10.77 7.63 -0.174
H 0.90834 0.96875 1.93074 0.85 0.74 -3.56 0.207
H 2.18569 1.09557 0.55533 3.08 0.40 -0.46 0.084
H 0.98916 3.16538 0.72206 -2.03 -2.34 -1.48 0.204
H 0.89157 2.48544 -0.94053 -1.82 -1.15 1.52 0.173
C -1.50313 2.79912 1.37904 -11.26 -8.04 -2.31 -0.155
C -3.05664 3.52484 1.02931 5.62 -0.82 -2.37 -0.065
H -2.61438 4.54673 0.87646 -1.49 -0.52 -0.04 0.107
H -3.35112 3.04323 -0.00817 0.04 1.11 2.46 0.133
C -3.73681 3.25731 2.31023 -13.06 9.38 -11.21 -0.429
H -4.71665 2.66744 2.01066 0.70 1.19 -0.15 0.169
H -4.14023 4.28710 2.64089 0.01 -1.64 -0.23 0.154
C -3.26945 2.53807 3.19585 14.12 -2.14 9.48 -0.288
H -3.71740 2.17043 3.99272 -2.53 -1.57 3.35 0.079
H -2.40266 3.57217 3.73506 -1.74 -2.76 -0.12 0.209
C -2.17635 1.74953 2.57729 8.68 6.64 3.51 -0.089
H -1.08780 1.46295 3.13842 -3.56 0.31 -0.75 0.168
H -2.54562 1.03982 2.11984 -3.15 -7.62 -4.74 -0.011
H -1.00352 3.42851 1.83650 5.58 5.77 3.71 0.034
H -2.58460 0.97462 -0.42537 1.02 0.37 0.26 0.150
H -1.23570 1.07610 -1.42781 0.95 0.78 -2.90 0.097
H -1.12583 -0.35217 1.09412 -1.01 -0.73 2.34 0.088
H -1.17247 -1.08929 -0.48653 -2.20 -4.07 -2.65 0.069
C 1.16921 -1.54877 1.08336 4.94 2.03 -12.40 0.044
C 0.86696 -2.82291 0.18760 13.84 6.27 2.48 -0.168
C -0.09536 -3.34284 0.67678 -9.48 -11.07 -2.54 -0.075
C -0.58194 -4.62722 -0.09444 1.53 -2.57 0.58 0.049
C 0.41964 -5.40013 -0.78817 1.56 13.13 8.34 0.025
C 1.71234 -4.57931 -0.94610 -1.88 -9.17 -3.29 -0.020
C 2.14328 -3.60923 -0.26082 -4.91 5.13 -1.28 -0.080
C 3.46252 -3.07412 -0.57988 -0.85 2.44 -0.48 -0.500
F 4.24702 -3.76906 -1.39016 -0.39 0.61 -0.24 0.179
F 3.96027 -3.12951 0.61388 3.09 1.29 2.07 0.188
F 3.44051 -1.64401 -1.06014 0.57 -3.49 1.21 0.044
H 2.39676 -5.10926 -1.62801 -0.09 0.26 0.26 0.128
H 0.12408 -5.98892 -1.40361 -2.82 -7.77 -7.27 -0.026
H -1.69366 -5.06950 0.00028 2.66 1.28 -0.09 0.136
H -0.91045 -3.01820 1.12465 -2.95 2.52 2.69 0.075
H 0.76027 -1.46329 1.92326 -3.47 0.49 6.89 0.028
H 2.27147 -1.30923 1.02328 -1.16 -0.50 0.87 0.127
H 1.25052 2.26080 -3.65611 1.24 -0.88 0.21 0.117
H 0.65715 0.79267 -3.96482 -2.41 -1.73 -0.51 0.054
H 2.02228 1.28266 -4.91736 -0.13 -0.18 0.01 0.097
```
Forces are in eV/Å.

Values from the calculation:
Strongest force on any atom, eV/A: 19.6
Spin multiplicity: 1
Charge: 0
Molecular weight, g/mol: 383.45
LUMO level, eV: 0.5
HOMO energy, Eh: -0.2769
Kohn-Sham gap, eV: 8.013
Relative energy (zero: lowest compared OMol25 entry of this formula, charge and spin), kJ/mol: 2187.4

2.
ORCA calculation (the ωB97M-V functional and the def2-TZVPD basis) on a structure of composition C36H36N2O6S4V.

```
85
Properties=species:S:1:pos:R:3:forces:R:3:lowdin_charge:R:1
V 0.85739 1.81820 1.15425 -0.17 -0.11 0.07 0.599
S -0.84399 3.39316 0.54263 0.03 0.02 -0.02 0.759
C -1.32937 2.64901 -0.93594 -0.04 -0.03 0.04 -0.641
N -2.61082 2.80228 -1.35973 0.04 0.03 -0.05 -0.112
C -3.02984 2.26660 -2.64103 0.00 -0.01 -0.01 -0.111
C -2.30640 0.97458 -2.91421 -0.01 -0.02 -0.03 -0.117
N -0.87706 1.20302 -2.81865 0.02 0.01 0.01 -0.117
C -0.04544 0.29577 -3.59396 -0.01 0.02 0.00 -0.150
C -0.31372 0.42762 -5.07309 0.00 0.01 0.00 -0.227
C -0.17664 1.66932 -5.68875 -0.01 0.01 -0.01 -0.032
C -0.41202 1.80832 -7.04657 0.00 0.00 0.01 -0.076
C -0.78604 0.70579 -7.80646 0.00 -0.01 0.01 -0.090
C -0.92325 -0.53288 -7.20061 0.00 0.01 0.00 -0.083
C -0.69000 -0.66820 -5.83698 0.00 0.00 0.00 -0.049
C -0.41379 1.87870 -1.71776 0.01 -0.03 0.00 -0.631
S 1.25483 1.77199 -1.27793 0.01 0.03 0.03 0.705
C -3.68302 3.31096 -0.51242 -0.02 0.01 0.03 -0.135
C -4.47537 2.17719 0.09893 -0.03 0.00 0.00 -0.204
C -5.84492 2.07199 -0.10353 0.01 -0.02 0.00 -0.049
C -6.56208 1.01798 0.45107 0.00 -0.01 0.00 -0.087
C -5.90920 0.06000 1.21036 0.00 0.01 -0.01 -0.090
C -4.53773 0.16073 1.41718 -0.01 0.02 -0.01 -0.069
C -3.82300 1.21180 0.86508 0.02 -0.01 0.02 -0.025
H -2.82909 2.98573 -3.44253 0.00 0.01 0.01 0.139
H -4.10382 2.08340 -2.60043 0.00 0.00 0.00 0.129
H -2.53743 0.62304 -3.91928 0.00 0.00 0.00 0.129
H -2.62332 0.20890 -2.19265 0.01 0.00 0.01 0.137
H -0.21745 -0.74154 -3.27450 -0.02 -0.01 0.00 0.126
H 0.99369 0.53305 -3.38107 0.00 -0.01 0.00 0.071
H 0.11480 2.52728 -5.09329 0.00 0.00 0.00 0.121
H -0.30055 2.77688 -7.51664 0.00 0.00 0.00 0.104
H -0.96915 0.81490 -8.86740 0.00 0.00 0.00 0.102
H -1.21754 -1.39462 -7.78558 0.00 0.00 0.00 0.102
H -0.80491 -1.63634 -5.36208 0.00 0.00 0.00 0.110
H -4.33392 3.93405 -1.12996 0.00 0.00 0.01 0.128
H -3.25001 3.94138 0.25908 0.01 0.00 0.00 0.080
H -6.35788 2.82000 -0.69825 0.00 0.00 0.00 0.110
H -7.62960 0.94678 0.28645 0.00 0.00 0.00 0.101
H -6.46586 -0.76037 1.64473 0.00 0.00 0.00 0.100
H -4.02449 -0.57735 2.02190 0.01 0.00 0.01 0.101
H -2.75530 1.29304 1.03859 -0.04 0.00 -0.01 0.081
O 3.59198 3.09913 3.59341 -0.01 0.04 -0.04 0.101
C 2.55872 2.77930 3.06116 -0.02 -0.04 0.10 -0.549
O 2.20654 3.03083 1.82591 0.05 -0.03 -0.02 -0.169
C 1.48626 1.91076 3.81172 0.11 0.08 -0.03 -0.536
O 1.65415 1.50792 4.93718 -0.05 -0.06 -0.02 0.092
O 0.45353 1.64117 3.04944 0.03 -0.01 -0.13 -0.171
O -0.55749 0.21617 0.89597 0.06 0.07 0.00 -0.604
S -0.79219 -1.22589 0.53195 0.00 0.01 0.01 1.038
C 0.76725 -1.88184 -0.14163 0.01 -0.01 0.02 -0.306
C 1.79631 -2.41291 0.84963 0.05 0.03 -0.04 -0.224
C 3.22389 -2.42791 0.28355 -0.01 0.00 0.00 -0.198
C 3.76484 -1.10734 -0.26186 -0.07 0.03 0.02 -0.309
S 3.74796 0.30746 0.86573 0.09 -0.05 -0.03 1.075
O 2.31802 0.33640 1.36904 -0.03 0.00 0.05 -0.604
C 4.68106 -0.37763 2.22195 -0.04 0.04 0.03 -0.370
C 6.03682 -0.62663 2.04736 -0.01 0.00 -0.03 -0.083
C 6.77019 -1.11849 3.11333 -0.01 -0.01 0.01 -0.073
C 6.15278 -1.33288 4.34086 -0.01 0.01 0.00 -0.069
C 4.80519 -1.05352 4.50502 0.02 0.00 0.00 -0.043
C 4.05515 -0.57167 3.44020 0.00 -0.02 0.00 -0.045
C -0.87073 -2.09901 2.08120 -0.02 0.00 0.02 -0.397
C -0.57982 -1.42331 3.25529 -0.04 0.03 -0.02 -0.043
C -0.63928 -2.12766 4.45135 -0.01 -0.03 0.00 -0.043
C -0.98432 -3.47198 4.45708 0.01 0.02 0.02 -0.071
C -1.28530 -4.12824 3.26897 -0.01 0.01 -0.03 -0.077
C -1.23782 -3.43818 2.06795 0.00 0.01 0.02 -0.095
H 1.12034 -1.00651 -0.69552 0.01 -0.01 -0.02 0.042
H 0.46748 -2.64292 -0.86659 0.01 0.01 -0.01 0.098
H 1.53040 -3.43221 1.13593 0.02 -0.01 -0.01 0.118
H 1.77455 -1.81844 1.75770 -0.01 0.01 0.02 0.092
H 3.28671 -3.14999 -0.53695 0.00 0.00 0.00 0.120
H 3.89544 -2.79155 1.06421 0.01 0.00 0.00 0.115
H 3.19787 -0.73697 -1.11944 0.00 -0.01 -0.01 0.073
H 4.80249 -1.21172 -0.58526 0.02 -0.01 0.01 0.095
H 6.52012 -0.42816 1.09764 0.00 0.01 0.00 0.112
H 7.82619 -1.31978 2.99210 0.00 0.00 0.00 0.107
H 6.73296 -1.70173 5.17637 0.00 0.00 0.00 0.106
H 4.32904 -1.18868 5.46658 0.00 0.00 0.00 0.116
H 3.00939 -0.32921 3.56859 0.00 0.02 0.01 0.103
H -0.32488 -0.36802 3.23932 0.03 -0.01 0.00 0.096
H -0.41426 -1.61141 5.37529 0.01 0.00 0.00 0.117
H -1.03069 -4.01239 5.39359 0.00 0.00 0.00 0.106
H -1.56730 -5.17278 3.27995 0.00 0.00 0.00 0.105
H -1.48623 -3.93373 1.13571 0.00 -0.01 0.01 0.114
```
Forces are in eV/Å.

Values from the calculation:
Strongest force on any atom, eV/A: 0.2
Spin multiplicity: 4
Charge: 0
Molecular weight, g/mol: 771.90
LUMO level (spin up / spin down), eV: 0.0 / -0.7
HOMO energy (spin up / spin down), Eh: -0.2446 / -0.2989
Kohn-Sham gap (spin up / spin down), eV: 6.658 / 7.461
<S²>: 3.765

3.
ORCA calculation (the ωB97M-V functional and the def2-TZVPD basis) on a structure of composition C23H18AsNO3PdS6.

```
53
Properties=species:S:1:pos:R:3:forces:R:3:lowdin_charge:R:1
Pd -0.24789 -2.76601 -0.07284 -0.25 1.12 0.02 0.190
O 5.70226 -1.97381 3.50037 -0.13 -0.03 -0.08 -0.033
C 4.72319 -2.18262 2.84411 0.11 0.04 0.11 -0.999
S 3.10185 -2.39751 3.54807 0.05 0.04 -0.08 0.970
C 2.24416 -2.60741 2.04338 -0.10 -0.03 0.17 -1.146
C 3.00125 -2.56057 0.86647 0.10 0.00 -0.08 -1.164
S 2.42734 -2.73484 -0.69840 -0.36 0.07 0.01 0.626
S 4.72190 -2.31911 1.07853 -0.04 0.10 0.00 0.977
S 0.57884 -2.87231 2.17738 0.02 -0.11 -0.14 0.597
C -4.41340 -1.24825 -2.49599 0.04 -0.06 0.00 -0.086
O -4.26515 -1.88066 -1.21135 -0.02 0.04 -0.13 -0.198
C -3.10049 -2.40757 -0.87616 -0.08 -0.14 -0.04 -1.273
S -2.96322 -3.08959 0.64589 0.21 0.20 0.01 0.642
S -1.79467 -2.40101 -1.97561 0.40 0.03 0.17 0.647
H -5.40550 -0.80969 -2.48942 -0.02 -0.03 0.04 0.095
H -4.32999 -1.98139 -3.29789 0.00 -0.03 0.05 0.087
H -3.65615 -0.47779 -2.63368 0.02 0.02 0.05 0.071
C -0.32585 1.58328 -4.30169 0.05 -0.02 -0.02 -0.083
C 0.49490 0.49954 -4.01180 -0.04 0.03 -0.01 -0.074
C 0.54165 -0.00521 -2.72213 -0.09 0.04 -0.01 -0.173
C -0.20950 0.58007 -1.70393 -0.01 -0.06 0.01 -0.401
C -1.02262 1.66542 -1.99807 -0.09 -0.02 0.00 -0.095
C -1.08621 2.15978 -3.29635 0.01 0.01 -0.02 -0.079
As -0.06167 -0.20877 0.07401 0.04 0.73 -0.04 1.274
C 1.56905 0.68605 0.65748 0.25 -0.25 0.04 -0.372
C 1.76100 0.89956 2.01966 0.00 -0.02 -0.01 -0.122
C 2.92652 1.49938 2.47838 -0.03 -0.05 0.06 -0.077
C 3.91097 1.88000 1.57939 0.08 -0.02 -0.06 -0.082
C 3.72928 1.65940 0.22038 0.04 -0.01 0.03 -0.076
C 2.56610 1.06002 -0.24032 -0.11 0.00 0.10 -0.097
C -1.29299 0.83933 1.15008 -0.04 0.01 -0.05 -0.375
C -2.30066 0.21023 1.86764 0.02 0.14 0.01 -0.112
C -3.18800 0.95986 2.63116 -0.02 0.09 0.03 -0.070
C -3.05654 2.33861 2.69132 -0.02 -0.02 0.03 -0.081
C -2.02846 2.97024 2.00103 0.03 0.03 -0.03 -0.076
C -1.14756 2.22463 1.23435 -0.03 -0.02 0.05 -0.127
H -0.37183 1.97384 -5.31102 0.00 -0.01 0.03 0.103
H 1.09028 0.04160 -4.79212 -0.02 0.00 0.02 0.107
H 1.15674 -0.86958 -2.50824 0.08 -0.07 0.01 0.060
H -1.62201 2.12269 -1.22189 -0.02 0.00 -0.04 0.089
H -1.73054 3.00088 -3.52282 0.01 -0.02 0.04 0.104
H 0.98793 0.61291 2.72324 0.03 -0.02 0.04 0.107
H 3.06854 1.66343 3.54024 -0.03 -0.01 -0.04 0.109
H 4.82537 2.33838 1.93653 -0.04 0.00 -0.01 0.106
H 4.49874 1.95002 -0.48440 -0.02 0.00 0.01 0.107
H 2.42749 0.90095 -1.30010 0.06 0.00 -0.04 0.090
H -2.39143 -0.86230 1.84005 -0.07 -0.16 -0.05 0.021
H -3.98146 0.46471 3.17751 0.05 -0.01 -0.01 0.108
H -3.74533 2.92680 3.28624 0.02 -0.04 -0.02 0.104
H -1.91248 4.04558 2.06499 0.00 -0.03 -0.01 0.105
H -0.33509 2.71416 0.71192 0.00 0.04 0.00 0.110
O 0.37151 -5.16429 -1.01952 0.26 -0.28 -0.31 0.000
N -0.44015 -4.65104 -0.40407 -0.26 -1.19 0.19 -0.135
```
Forces are in eV/Å.

Values from the calculation:
Strongest force on any atom, eV/A: 1.2
Spin multiplicity: 3
Charge: 0
Molecular weight, g/mol: 730.15
LUMO level (spin up / spin down), eV: -0.7 / -2.0
HOMO energy (spin up / spin down), Eh: -0.2817 / -0.2841
Kohn-Sham gap (spin up / spin down), eV: 6.969 / 5.740
<S²>: 2.105
Relative energy (zero: lowest compared OMol25 entry of this formula, charge and spin), kJ/mol: 7.4

4.
ORCA calculation (the ωB97M-V functional and the def2-TZVPD basis) on a structure of composition C3H7N3O3.

```
16
Properties=species:S:1:pos:R:3:forces:R:3:lowdin_charge:R:1
C -2.20512 0.48278 0.18949 0.06 0.92 0.27 -0.089
N -1.42068 -0.66934 -0.06969 2.09 -1.42 1.13 0.100
C -0.57253 -1.33032 0.55848 -5.00 -1.22 -0.33 -0.367
C 1.26695 -0.35336 0.36130 2.65 4.08 -1.65 -0.454
N 0.37980 1.54785 -1.30146 -1.82 1.57 1.85 -0.060
N 2.23003 -1.27433 0.16979 -0.51 -0.30 -0.11 0.191
O 0.66451 0.25267 -1.26890 0.89 -2.00 0.02 -0.186
O -0.30504 -2.34536 1.13329 1.19 1.08 -0.39 0.121
O 1.27214 0.55753 1.14897 -0.54 -1.26 -0.11 0.099
H 0.10220 1.85966 -0.36419 0.14 0.08 -0.62 0.063
H 0.84359 2.29960 -1.80905 1.37 -1.08 0.06 0.092
H 2.04945 -2.09190 -0.38686 -0.09 0.11 -0.16 0.118
H 2.95836 -1.36296 0.86380 -0.29 0.02 0.23 0.126
H -2.60914 0.47602 1.20607 -0.03 -0.14 -0.05 0.092
H -3.02640 0.53402 -0.52537 0.14 -0.06 0.00 0.088
H -1.62811 1.41743 0.09433 -0.24 -0.37 -0.14 0.067
```
Forces are in eV/Å.

Values from the calculation:
Strongest force on any atom, eV/A: 5.2
Spin multiplicity: 1
Charge: 0
Molecular weight, g/mol: 133.11
LUMO level (spin up / spin down), eV: -1.1 / -1.2
HOMO energy (spin up / spin down), Eh: -0.2930 / -0.2879
Kohn-Sham gap (spin up / spin down), eV: 6.852 / 6.675
Relative energy (zero: lowest compared OMol25 entry of this formula, charge and spin), kJ/mol: 641.4

Number 1 is which compound?
C21H28F3NO2

Look up the spin multiplicity of the second one.
4